C30H25CaN4O6 | wB97M-V/def2-TZVPD

The calculation puts the relative energy (zero: lowest compared OMol25 entry of this formula, charge and spin) at 1.1 kcal/mol. The net charge is -1. The spin multiplicity is 1. For the frontier orbital gap, the calculation gives 7.22 eV. Its total energy is -2506.515798 Eh. The value obtained for the HOMO energy is -0.2102 Ha.

Atoms and positions in Å:
Ca1 -0.0984 0.9460 -0.3861
C1 -4.2668 2.3325 -2.1369
C2 -4.3709 1.2027 -1.1542
C3 -5.4227 0.2975 -1.2367
C4 -5.5301 -0.7670 -0.3565
C5 -4.5652 -0.9355 0.6233
C6 -3.4986 -0.0522 0.7312
C7 -2.4511 -0.2636 1.7923
C8 -3.4009 1.0305 -0.1559
N1 -2.2679 1.8693 -0.0591
C9 -2.4630 3.1574 0.2438
O1 -3.5229 3.7551 0.4525
C10 -1.1671 3.9451 0.3885
C11 -1.1678 5.2951 0.7024
C12 0.0547 5.9277 0.8762
C13 1.2339 5.2073 0.7540
C14 1.1484 3.8610 0.4332
N2 -0.0293 3.2712 0.2452
C15 2.3886 2.9818 0.3375
O2 3.4751 3.4916 0.6260
N3 2.1159 1.7229 -0.0223
C16 3.1794 0.7950 -0.0878
C17 3.1001 -0.3507 0.7186
C18 1.9542 -0.5323 1.6817
C19 4.0825 -1.3284 0.6263
C20 5.1378 -1.1895 -0.2591
C21 5.2046 -0.0629 -1.0633
C22 4.2396 0.9346 -0.9964
C23 4.3141 2.1208 -1.9127
H1 -4.9497 2.1789 -2.9730
H2 -3.2501 2.4118 -2.5293
H3 -4.4958 3.2830 -1.6535
H4 -6.1670 0.4322 -2.0141
H5 -6.3561 -1.4628 -0.4370
H6 -4.6371 -1.7642 1.3197
H7 -2.8115 -0.9507 2.5590
H8 -2.1721 0.6741 2.2739
H9 -1.5480 -0.7216 1.3690
H10 -2.1155 5.8025 0.8109
H11 0.0881 6.9823 1.1226
H12 2.2103 5.6435 0.9072
H13 1.6939 0.4026 2.1811
H14 2.2055 -1.2696 2.4448
H15 1.0581 -0.9280 1.1833
H16 4.0149 -2.2068 1.2592
H17 5.8996 -1.9561 -0.3267
H18 6.0173 0.0453 -1.7733
H19 5.0324 1.9431 -2.7136
H20 4.6035 3.0154 -1.3596
H21 3.3384 2.3229 -2.3605
O3 1.1550 -1.8496 -2.3576
C24 0.3463 -2.0090 -1.4528
O4 -0.4875 -1.1400 -1.0087
C25 0.3090 -3.3435 -0.7256
C26 1.3794 -4.2208 -0.8605
C27 1.3871 -5.4260 -0.1800
C28 0.3001 -5.7355 0.6206
C29 -0.7836 -4.8865 0.7660
C30 -0.7677 -3.6783 0.0889
N4 0.2970 -7.0169 1.3462
O5 -0.6681 -7.2774 2.0394
O6 1.2568 -7.7520 1.2102
H22 2.1999 -3.9294 -1.5025
H23 2.2098 -6.1207 -0.2576
H24 -1.6092 -5.1747 1.3992
H25 -1.5896 -2.9802 0.1789